152
Properties=species:S:1:pos:R:3:lowdin_charge:R:1 method="wB97M-V/def2-TZVPD" orbital_gap_ev=5.725 e_homo_ha=-0.3580 charge=+1 lumo_ev=-4.02
C -2.7083 -1.7163 6.8602 -0.09
C -2.9117 -2.2958 5.4170 -0.21
C -3.7518 -1.3880 4.4322 -0.18
N -3.8788 0.0389 4.8300 0.01
C -3.0741 0.9037 4.0387 -0.07
C -3.1329 0.9304 2.5530 -0.06
F -3.9535 0.1537 1.8714 0.15
C -2.1840 1.8804 1.9625 -0.15
C -2.1504 1.9426 0.3947 -0.09
C -0.6674 2.1783 -0.0653 -0.19
C 0.3650 1.1322 0.4580 -0.17
C 1.8104 1.8031 0.4946 -0.22
O 1.9860 2.3065 1.8488 -0.13
N -1.3470 2.7014 2.5310 0.11
N -1.2984 2.6675 3.8308 -0.42
Br -0.0539 3.8133 4.6312 0.99
C -2.0759 1.8320 4.5401 -0.16
C -1.8530 1.9049 6.0869 -0.15
C -0.5386 1.0818 6.5090 -0.20
C -0.0178 0.0878 5.4190 -0.21
C 1.1415 -0.8452 5.9625 -0.18
C 1.1550 -2.3233 5.4124 -0.19
C 0.9843 -2.5372 3.8670 -0.21
C 0.0017 -3.7918 3.6588 -0.44
S 0.6992 -5.0998 2.5504 0.97
C 0.3314 -4.7542 0.8437 -0.63
N 0.3197 -5.6634 -0.1520 -0.01
N 0.0279 -5.0887 -1.3126 0.02
C -0.1698 -3.7696 -1.1055 -0.11
O 0.0009 -3.6024 0.2298 -0.02
H -2.7328 -2.5888 7.5610 0.08
H -1.6621 -1.3347 6.9276 0.04
H -3.4629 -0.9699 7.1726 0.07
H -1.9476 -2.5487 4.9099 0.06
H -3.4615 -3.2671 5.5026 0.11
H -4.7910 -1.8033 4.4260 0.13
H -3.3546 -1.5500 3.4057 0.11
H -4.8548 0.3232 4.7693 0.14
H -2.4944 0.9518 0.0061 0.12
H -2.8553 2.7011 -0.0119 0.12
H -0.6368 2.1311 -1.1773 0.09
H -0.3859 3.2129 0.2500 0.12
H 0.1865 0.7685 1.4949 0.09
H 0.4757 0.2501 -0.2074 0.10
H 2.6208 1.0456 0.3474 0.13
H 1.8824 2.6189 -0.2517 0.09
H 2.4652 1.6463 2.3618 0.07
H -1.8292 2.9593 6.4359 0.09
H -2.7218 1.4322 6.6030 0.11
H 0.2354 1.8471 6.7399 0.09
H -0.7992 0.5871 7.4691 0.11
H -0.8211 -0.5937 5.0362 0.09
H 0.4369 0.6862 4.5862 0.10
H 0.9486 -0.9401 7.0654 0.11
H 2.1370 -0.3532 5.8542 0.12
H 2.1705 -2.7250 5.6630 0.12
H 0.4336 -2.9207 6.0146 0.10
H 1.9312 -2.7860 3.3357 0.10
H 0.5276 -1.6880 3.3118 0.09
H -0.2911 -4.2254 4.6415 0.07
H -0.9560 -3.4686 3.1747 0.07
H -0.4284 -3.0060 -1.8537 0.14
C -4.4286 0.7979 -3.5552 -0.26
S -4.9781 2.5038 -3.3836 0.80
O -4.1357 3.1416 -2.3244 -0.57
C -6.5688 2.1109 -2.6435 -0.28
H -3.4216 0.8019 -3.9714 0.05
H -4.4172 0.3119 -2.5787 0.05
H -5.0982 0.2668 -4.2321 0.06
H -6.4219 1.5411 -1.7264 0.05
H -7.1658 1.5360 -3.3497 0.04
H -7.0806 3.0451 -2.4128 0.05
C 2.7802 1.3297 -4.3719 -0.25
S 1.7783 1.9741 -3.0252 0.82
O 0.8265 0.8939 -2.6200 -0.55
C 0.8565 3.1527 -4.0118 -0.27
H 3.4167 0.5378 -3.9779 0.05
H 2.1353 0.9247 -5.1523 0.06
H 3.4023 2.1299 -4.7741 0.05
H 0.3297 2.6379 -4.8147 0.05
H 1.5370 3.8954 -4.4288 0.02
H 0.1335 3.6486 -3.3624 0.05
C 2.6536 4.9298 -9.0887 -0.25
S 2.1890 3.3813 -8.3044 0.85
O 1.5748 3.7141 -6.9767 -0.59
C 3.8713 2.8195 -7.9918 -0.26
H 1.7435 5.4741 -9.3374 0.06
H 3.2580 5.5250 -8.4046 0.02
H 3.2114 4.7189 -10.0021 0.06
H 4.3982 3.5508 -7.3767 0.06
H 4.3896 2.6823 -8.9408 0.06
H 3.8238 1.8671 -7.4648 0.04
C 5.6601 -6.4145 -0.3399 -0.27
S 5.0809 -4.7345 -0.6321 0.82
O 5.8637 -3.8308 0.2587 -0.57
C 3.4631 -4.9602 0.1229 -0.29
H 6.6837 -6.4924 -0.7031 0.05
H 5.6353 -6.6350 0.7280 0.06
H 5.0279 -7.1165 -0.8847 0.06
H 3.5786 -5.2730 1.1618 0.05
H 2.9017 -5.7095 -0.4353 0.05
H 2.9312 -4.0097 0.0869 0.04
C 9.8503 -2.6157 1.9313 -0.27
S 9.2700 -0.9361 1.6369 0.80
O 10.0480 -0.0326 2.5267 -0.56
C 7.6507 -1.1690 2.3892 -0.27
H 10.8748 -2.6923 1.5705 0.05
H 9.8233 -2.8359 2.9991 0.06
H 9.2196 -3.3185 1.3850 0.05
H 7.7648 -1.4818 3.4280 0.06
H 7.0940 -1.9221 1.8270 0.03
H 7.1156 -0.2210 2.3525 0.04
C -9.9994 -1.8689 -1.1254 -0.27
S -9.7373 -0.6247 -2.4006 0.83
O -8.2650 -0.4270 -2.5338 -0.57
C -10.3814 0.7606 -1.4454 -0.27
H -9.6273 -2.8228 -1.4957 0.05
H -9.4566 -1.5932 -0.2204 0.06
H -11.0658 -1.9536 -0.9143 0.06
H -9.8142 0.8693 -0.5200 0.06
H -11.4351 0.5900 -1.2237 0.06
H -10.2795 1.6658 -2.0423 0.05
C 4.3232 7.2413 -4.1500 -0.26
S 3.1474 6.3440 -5.1783 0.80
O 3.4199 6.7165 -6.5925 -0.54
C 1.6938 7.2656 -4.6488 -0.25
H 5.3204 6.8517 -4.3492 0.05
H 4.2932 8.3041 -4.3923 0.06
H 4.0776 7.0875 -3.0985 0.05
H 1.8301 8.3268 -4.8596 0.06
H 1.5350 7.1109 -3.5807 0.05
H 0.8320 6.8928 -5.2012 0.05
C 1.9254 -8.4326 4.0315 -0.27
S 1.0532 -7.8575 5.4989 0.79
O 1.6566 -6.5510 5.8942 -0.57
C 1.7106 -9.1168 6.6060 -0.27
H 1.6905 -7.7612 3.2074 0.01
H 3.0010 -8.4245 4.2124 0.06
H 1.5925 -9.4408 3.7828 0.06
H 2.7998 -9.0652 6.6213 0.06
H 1.3845 -10.1014 6.2697 0.06
H 1.3241 -8.9298 7.6066 0.05
C -1.4750 4.4789 -6.6461 -0.28
S -2.6567 3.5872 -7.6650 0.80
O -2.3958 3.9576 -9.0815 -0.55
C -4.1035 4.5161 -7.1197 -0.27
H -0.4769 4.0884 -6.8482 0.00
H -1.5047 5.5432 -6.8866 0.06
H -1.7163 4.3243 -5.5921 0.05
H -3.9668 5.5773 -7.3309 0.06
H -4.2526 4.3616 -6.0489 0.03
H -4.9739 4.1492 -7.6620 0.05

---

7
Properties=species:S:1:pos:R:3:lowdin_charge:R:1 method="wB97M-V/def2-TZVPD" orbital_gap_ev=10.020 e_homo_ha=-0.4210 charge=0 lumo_ev=-1.44
C 0.1661 -0.3684 0.0959 -0.32
O -0.4219 -0.8745 1.1645 0.03
O 0.4475 -0.2598 2.5293 0.01
F 1.3545 -0.9810 -0.2071 0.01
F -0.1273 -0.7001 3.6191 -0.02
H 0.4233 0.6269 0.2902 0.12
H -0.7025 -0.5887 -0.5723 0.17

---

12
Properties=species:S:1:pos:R:3:lowdin_charge:R:1 method="wB97M-V/def2-TZVPD" orbital_gap_ev=6.990 e_homo_ha=-0.2579 charge=0 lumo_ev=-0.03
C -2.4917 1.0696 0.2148 -0.38
C -1.3392 0.5691 -0.0016 -0.49
C 1.3461 -1.3123 0.1502 -0.06
C 0.9328 0.8947 -0.4440 0.00
O 1.3098 -0.2998 -0.8430 -0.15
S -2.5167 -0.8186 -0.0256 0.56
H -3.2508 1.7783 0.4286 0.04
H 2.2288 -1.2071 0.7864 0.10
H 1.3763 -2.2658 -0.3730 0.10
H 0.4423 -1.2553 0.7622 0.07
H 1.1095 1.2197 0.5719 0.09
H 0.8529 1.6274 -1.2269 0.10

---

13
Properties=species:S:1:pos:R:3:lowdin_charge:R:1 method="wB97M-V/def2-TZVPD" orbital_gap_ev="8.081 / 6.048" e_homo_ha="-0.5131 / -0.5287" charge=+1 multiplicity=6 lumo_ev="-5.88 / -8.34"
O -1.5632 1.5632 -0.2145 0.03
C -1.7300 0.4935 0.4475 -0.55
C -0.7322 -0.5994 0.0295 -0.12
O 0.5733 -0.0557 -0.0072 -0.35
C 1.5052 -0.7653 -0.8051 -0.05
Ru 0.6350 2.2492 0.3113 1.26
H -1.0328 -0.9811 -0.9593 0.15
H -0.7521 -1.4490 0.7294 0.16
H 2.4921 -0.6009 -0.3592 0.11
H 1.2424 -1.8325 -0.8352 0.12
H 1.5148 -0.3376 -1.8189 0.11
O -1.8663 0.5998 1.7028 0.04
H -0.2862 1.7158 1.7790 0.10

---

75
Properties=species:S:1:pos:R:3:lowdin_charge:R:1 method="wB97M-V/def2-TZVPD" orbital_gap_ev=7.047 e_homo_ha=-0.3683 charge=+1 lumo_ev=-2.97
Y 0.1442 0.1280 -0.1155 1.21
Se 5.5222 -3.8403 4.7073 1.17
N 4.3737 -2.5322 4.9967 -0.22
C 3.7090 -2.3443 3.8847 -0.33
C 2.6661 -1.3449 3.7200 -0.08
C 2.2878 -0.4828 4.7490 0.03
C 1.2929 0.4352 4.5103 -0.01
C 0.6830 0.4485 3.2609 -0.14
N 1.0094 -0.3804 2.2793 0.04
C 2.0106 -1.2494 2.4868 -0.13
C 2.4121 -2.0953 1.3552 -0.13
N 1.8014 -1.8828 0.1768 0.04
C 2.0858 -2.6894 -0.8388 -0.13
C 3.0081 -3.7253 -0.7572 -0.02
C 3.6783 -3.9181 0.4287 0.03
C 3.3819 -3.0930 1.5133 -0.08
C 4.0495 -3.2246 2.7976 -0.34
N 4.9784 -4.1115 3.0506 -0.23
H 2.7896 -0.5501 5.7051 0.13
H 0.9777 1.1348 5.2710 0.12
H -0.0970 1.1680 3.0454 0.05
H 1.5624 -2.4896 -1.7653 0.11
H 3.1967 -4.3491 -1.6191 0.12
H 4.4245 -4.6926 0.5466 0.13
C -0.9529 4.3713 -1.7728 0.01
C -0.1866 3.3830 -0.9312 -0.35
O -0.3641 2.1812 -1.1849 -0.12
C 0.7040 3.8484 0.1075 -0.09
C 0.7858 5.2209 0.4216 -0.03
C 1.6474 5.6934 1.3750 -0.09
C 2.4840 4.7887 2.0450 -0.07
C 2.4403 3.4476 1.7600 -0.01
C 1.5464 2.9262 0.7954 -0.33
O 1.5326 1.6461 0.5752 -0.23
H -1.5365 3.8172 -2.5035 0.08
H -0.2799 5.0660 -2.2760 0.09
H -1.6279 4.9572 -1.1467 0.10
H 0.1470 5.9217 -0.0993 0.11
H 1.6874 6.7485 1.6064 0.10
H 3.1742 5.1548 2.7948 0.11
H 3.0889 2.7432 2.2665 0.11
C 1.5447 1.1053 -5.6445 0.00
N 1.7950 0.6708 -4.2803 -0.11
C 3.0193 0.6130 -3.6562 -0.04
C 2.7749 0.2131 -2.3799 -0.12
N 1.4222 0.0220 -2.2173 -0.04
C 0.8672 0.3167 -3.3777 -0.14
H 2.4544 0.9944 -6.2280 0.09
H 1.2359 2.1493 -5.6649 0.10
H 0.7659 0.4935 -6.0934 0.10
H 3.9340 0.8611 -4.1646 0.12
H 3.4730 0.0701 -1.5727 0.11
H -0.1938 0.2952 -3.5726 0.13
C -5.5708 -2.2640 -2.0960 -0.06
C -4.5096 -1.2073 -2.2925 -0.27
O -4.0991 -0.7402 -0.9843 -0.30
P -2.9199 0.3359 -0.9158 0.10
O -1.6882 -0.1611 -1.6285 -0.48
Te -2.4516 0.7530 1.3775 0.63
O -3.4409 1.6310 -1.6936 -0.27
C -4.4638 2.4996 -1.1394 -0.27
C -5.7124 1.8097 -0.6249 -0.08
H -5.9393 -2.5980 -3.0658 0.08
H -6.4067 -1.8607 -1.5253 0.08
H -5.1655 -3.1208 -1.5586 0.07
H -4.8992 -0.3645 -2.8672 0.11
H -3.6372 -1.6060 -2.8137 0.11
H -4.7164 3.1600 -1.9670 0.12
H -4.0008 3.0918 -0.3471 0.09
H -6.1598 1.1815 -1.3952 0.08
H -6.4422 2.5710 -0.3481 0.09
H -5.5063 1.2055 0.2562 0.05
N -1.7252 -3.3217 0.2144 0.16
C -1.1350 -2.3298 0.1418 -0.07
H -2.2914 -4.1431 0.2677 0.10

---

15
Properties=species:S:1:pos:R:3:lowdin_charge:R:1 method="wB97M-V/def2-TZVPD" orbital_gap_ev=7.542 e_homo_ha=-0.2513 charge=0 lumo_ev=0.71
C 2.4924 0.3382 0.2929 -0.08
N 1.0909 -0.1343 -0.4502 -0.20
C 0.5235 -1.3106 0.1547 -0.08
C -0.7787 -1.1199 0.3987 0.00
C -1.1383 0.2196 -0.0729 -0.32
N -2.4069 0.7607 0.0848 0.10
C -0.0201 0.7866 -0.5706 -0.04
H 1.4593 -0.3578 -1.3703 0.15
H 2.2807 1.4135 0.4408 -0.04
H 2.3488 -0.0971 1.2973 -0.04
H 1.1798 -2.1431 0.3648 0.13
H -1.4515 -1.8063 0.9003 0.11
H -3.1602 0.0932 -0.0147 0.09
H -2.5784 1.5923 -0.4641 0.09
H 0.1588 1.7651 -0.9915 0.12

---

86
Properties=species:S:1:pos:R:3:lowdin_charge:R:1 method="wB97M-V/def2-TZVPD" orbital_gap_ev="7.146 / 8.062" e_homo_ha="-0.1734 / -0.2075" charge=-1 multiplicity=6 lumo_ev="2.43 / 2.42"
C 2.3534 -2.7620 -2.8492 -0.06
C 2.1846 -1.8671 -4.0579 -0.22
H 1.7590 -3.6906 -3.0094 0.07
H 2.0949 -2.2023 -1.9309 0.05
H 3.3935 -3.1412 -2.7658 0.09
C 2.1063 -2.4297 -5.2805 -0.15
C 2.3133 -3.8791 -5.5811 -0.12
H 1.8064 -1.8585 -6.1518 0.08
H 1.6961 -4.5511 -4.9769 0.06
H 3.3546 -4.1842 -5.4421 0.07
H 2.1150 -4.1331 -6.6237 0.06
Mn 3.2387 1.1646 -1.4568 0.19
Cl 2.4150 0.4935 0.5655 -0.18
Cl 4.9260 2.2187 -2.3919 -0.16
C -0.0436 3.4374 1.3789 -0.30
O -0.5604 2.3245 1.5927 -0.08
N -0.7737 4.4986 0.9986 -0.19
C -2.2000 4.3323 0.7762 -0.04
C -0.1171 5.7117 0.5659 -0.06
H 1.0343 3.6422 1.4944 0.14
H -2.6387 3.6574 1.5209 0.10
H -2.3873 3.9015 -0.2133 0.07
H -2.6604 5.3242 0.8124 0.08
H 0.8219 5.8486 1.1087 0.09
H -0.7847 6.5605 0.7326 0.08
H 0.1069 5.6659 -0.5060 0.09
H -0.3523 -4.1780 2.5488 0.10
H -0.4651 -4.4503 -0.1124 0.08
C -1.3381 -4.6392 2.3592 -0.06
C -1.5623 -4.5312 -0.1040 -0.12
N -1.9731 -4.0410 1.1934 -0.21
H -1.9599 -4.4870 3.2510 0.08
C -3.0296 -3.2009 1.3063 -0.35
O -3.5948 -2.6576 0.3567 -0.04
H -1.9925 -3.9051 -0.8857 0.04
H -3.2778 -3.1015 2.3888 0.13
H -1.2106 -5.7199 2.1783 0.09
H -1.9031 -5.5669 -0.2362 0.09
O 2.3110 0.0631 -2.5665 -0.44
C 2.4111 -0.3379 -3.9081 -0.35
C 0.5386 0.1078 -5.6898 -0.07
C 1.6341 0.5471 -4.9242 -0.14
H 0.0570 -0.8653 -5.5130 0.10
C -0.0819 1.0052 -6.5829 -0.09
H 3.4941 -0.1969 -4.0931 0.13
C 2.0724 1.8615 -5.0414 -0.05
H -0.9093 0.6580 -7.1966 0.09
C 0.3966 2.3085 -6.7242 -0.11
C 1.4619 2.7382 -5.9312 -0.09
H 2.8012 2.2227 -4.3082 0.07
H 0.0458 2.9383 -7.5272 0.09
H 1.8702 3.7359 -6.0096 0.09
Si -1.4612 0.0805 -1.4816 0.26
Cl -0.6982 -1.7378 -0.7993 0.43
C -1.6764 -0.6575 -3.1964 -0.25
C -0.5873 1.7850 -1.9657 -0.17
C -2.6208 0.6232 -0.1161 -0.22
H -1.5023 0.0447 -4.0071 0.00
H -2.6884 -1.1070 -3.1167 0.03
H -0.9275 -1.4672 -3.3212 0.01
H -3.3099 -0.2438 0.0938 0.02
H -3.0912 1.5903 -0.4378 0.02
H -2.0767 0.9190 0.8242 0.02
H -0.4754 1.8386 -3.0659 0.01
H 0.3989 2.1190 -1.5940 0.00
H -1.2646 2.6265 -1.6756 0.00
C -1.4601 -0.6158 4.3994 -0.29
P 0.2868 0.0170 4.5532 0.92
C -0.1375 1.7677 4.4302 -0.33
C 0.4809 -0.0612 6.3717 -0.41
C 0.2214 -1.2671 7.0381 -0.11
C 0.4365 -1.3714 8.4100 -0.10
C 0.9369 -0.2951 9.1380 -0.11
C 1.2185 0.9030 8.4766 -0.10
C 1.0118 1.0138 7.1008 -0.10
H -1.6898 -0.6137 3.3187 0.03
H -2.1637 0.0425 4.9454 0.05
H -1.4948 -1.6526 4.7740 0.01
H -0.9577 2.0544 5.0860 0.05
H 0.7159 2.3987 4.6554 0.03
H -0.4331 1.9533 3.3916 -0.01
H -0.1579 -2.1092 6.4712 0.09
H 0.2059 -2.3047 8.9134 0.09
H 1.0987 -0.3749 10.2138 0.09
H 1.6052 1.7587 9.0284 0.10
H 1.2594 1.9531 6.6061 0.09

---

12
Properties=species:S:1:pos:R:3:lowdin_charge:R:1 method="wB97M-V/def2-TZVPD" orbital_gap_ev=11.578 e_homo_ha=-0.3937 charge=0 lumo_ev=0.86
O -1.1715 0.0554 1.1385 -0.02
C -1.5436 -0.4384 -0.1147 -0.28
C -0.7000 0.4666 -0.8716 -0.15
C -0.3257 1.0473 0.4895 -0.08
N 3.3813 -0.6881 0.7192 0.05
C 2.4129 -1.1088 0.2526 -0.08
O -0.4163 -0.9443 -0.8029 -0.02
H -2.4997 -0.9300 -0.2444 0.17
H -0.7696 0.9277 -1.8469 0.15
H -0.7348 2.0473 0.6560 0.13
H 0.7168 0.9846 0.8108 0.11
H 1.4813 -1.4500 -0.1724 0.04